Density functional theory data (ωB97M-V/def2-TZVPD) for a 2-piece molecular cluster, C10H16O overall in a non-equilibrium geometry.

Summary:
SMILES = CCc1ccc(O)cc1.CC
Total charge = 0

The geometry in XYZ format:
```
27
Properties=species:S:1:pos:R:3:forces:R:3
C -0.692883 2.939149 1.502334 1.55 1.36 0.95
C 0.632079 2.180495 1.572097 -0.34 -2.62 -0.42
C 0.578505 0.823440 0.781348 0.42 1.72 -0.44
C 1.530127 -0.136299 1.113010 0.25 -0.43 -0.03
C 2.015567 -1.052654 0.172540 -1.55 0.95 -0.11
C 1.397066 -0.953046 -1.054032 1.09 -0.48 -1.87
O 2.059998 -1.618736 -2.132539 -0.89 0.32 0.69
C 0.409070 -0.052987 -1.446282 1.24 -0.70 0.51
C 0.000056 0.874852 -0.500125 1.16 -0.22 -0.27
H -1.419344 2.469160 0.864021 -0.43 -0.23 0.24
H -0.499036 3.944030 1.124233 -0.18 0.03 -0.27
H -0.979679 3.128140 2.543093 -0.73 -0.34 -0.38
H 1.535240 2.646080 1.201083 -0.16 0.73 -0.50
H 0.947409 1.902850 2.571176 -0.41 0.13 0.55
H 1.994566 -0.036228 2.078526 0.20 -0.11 0.28
H 2.856246 -1.725093 0.200467 0.15 0.03 0.71
H 1.894048 -2.546756 -1.986947 0.14 -0.58 -0.21
H 0.311038 -0.074826 -2.529706 -0.79 0.50 0.25
H -0.435616 1.788022 -0.873742 -0.64 0.01 0.28
C -3.622000 -1.664516 0.533943 -0.63 2.24 0.15
C -2.801514 -1.292335 -0.701145 0.37 -1.61 -0.10
H -3.643718 -2.730893 0.719031 0.07 -0.02 0.19
H -3.349824 -1.055013 1.407615 0.61 -0.69 0.09
H -4.640474 -1.261676 0.420894 -0.08 -0.68 -0.35
H -2.804797 -0.271206 -1.064217 -0.16 0.24 0.43
H -3.203367 -1.917415 -1.495975 0.01 0.09 -0.44
H -1.759974 -1.635397 -0.592517 -0.26 0.38 0.05
```
Forces are in eV/Å.

Density functional theory data (ωB97M-V/def2-TZVPD) for a 2-piece molecular cluster, C10H16O overall in a non-equilibrium geometry.

Summary:
SMILES = Cc1ccc(O)cc1.CCC
Total charge = 0

The geometry in XYZ format:
```
27
Properties=species:S:1:pos:R:3:forces:R:3
C -1.957320 3.611263 1.733507 0.76 -1.18 -0.01
C -1.266877 2.441479 1.008487 -0.19 0.13 0.74
C -1.700444 1.125833 1.247779 0.60 0.94 -0.30
C -1.147335 0.084119 0.525522 -0.34 0.83 -0.15
C -0.277900 0.408394 -0.518887 -0.48 -0.77 -2.05
O -0.095339 -0.627695 -1.422315 -0.01 -0.10 0.10
C 0.180423 1.672636 -0.805778 -0.44 1.07 1.93
C -0.237570 2.666992 0.113082 0.55 -0.18 -0.03
H -1.720783 3.645028 2.801933 0.38 0.23 -0.16
H -3.030839 3.439276 1.732399 -0.16 0.27 -0.43
H -1.661552 4.511031 1.203076 -0.34 0.32 0.34
H -2.436776 1.088417 2.032183 -0.33 -0.87 0.02
H -1.521069 -0.922510 0.530408 0.00 -0.28 0.35
H 0.117125 -0.321813 -2.309202 0.12 0.30 0.22
H 0.781115 2.002868 -1.642144 0.29 -0.60 0.01
H 0.366369 3.566652 0.253974 -0.62 0.27 -0.78
C 2.634722 -2.416379 -1.098111 0.58 0.69 0.02
C 1.484381 -2.811832 -0.192042 -0.33 -0.85 -0.19
C 1.346104 -4.358607 -0.247209 -0.18 0.27 1.16
H 3.609284 -2.654370 -0.621738 -0.55 -0.53 -0.44
H 2.790455 -1.375301 -1.339258 -0.57 0.78 0.36
H 2.527549 -2.842234 -2.086480 0.22 -0.65 -0.14
H 1.661101 -2.414692 0.799761 0.42 -0.46 0.58
H 0.488848 -2.404181 -0.357034 0.41 0.17 -0.97
H 1.511843 -4.826127 -1.223575 -0.31 0.50 -0.05
H 2.080097 -4.822222 0.401038 0.29 -0.16 0.21
H 0.367514 -4.647981 0.163477 0.21 -0.11 -0.33
```
Forces are in eV/Å.

Density functional theory data (ωB97M-V/def2-TZVPD) for a 2-piece molecular cluster, C10H16O overall in a non-equilibrium geometry.

Summary:
Total charge = 0

The geometry in XYZ format:
```
27
Properties=species:S:1:pos:R:3:forces:R:3
C 0.971918 -0.459443 -0.790562 0.50 0.11 -1.99
C 0.150774 0.513807 -0.588835 -0.29 0.54 0.60
C -2.184198 -0.400806 1.810626 -0.09 0.30 0.42
C -2.481262 -0.089560 0.562027 -0.72 -1.96 -2.45
C 1.531098 0.709576 0.042372 0.12 -0.83 1.24
C 1.505440 -1.683601 -1.485029 2.83 0.46 1.38
C -2.773459 -1.239681 -0.450753 1.62 1.15 1.14
C 2.673008 1.586330 -0.488283 -1.41 0.01 -1.65
C 1.705560 0.149077 1.508521 1.59 0.23 -0.34
C -2.211474 1.175441 0.032299 3.68 2.71 0.11
O -2.556961 1.746508 -1.127269 -0.82 0.20 -0.96
H -1.849270 0.269209 2.524691 0.54 1.83 1.03
H -2.182361 -1.353884 2.226751 -0.32 -1.86 0.04
H 1.517403 -2.461341 -0.696130 -0.65 -0.39 -1.06
H 2.659136 -1.610067 -1.643922 -1.70 0.49 0.35
H 1.188873 -1.895777 -2.506338 -0.85 -0.28 0.52
H -1.816027 -1.271427 -1.056230 -1.40 -0.11 0.18
H -2.814589 -2.144469 0.165034 -0.42 0.01 -0.54
H -3.671050 -1.002645 -1.007262 0.01 -0.42 -0.37
H 2.863870 2.430677 0.182138 0.05 -0.01 -0.38
H 2.522502 1.885775 -1.599323 -0.20 -0.03 1.95
H 3.542121 0.969843 -0.578331 0.92 -0.40 0.42
H 2.205141 0.654601 2.363677 -0.42 0.74 -0.84
H 2.352069 -0.735044 1.444816 -0.03 -0.19 -0.24
H 0.772560 -0.204202 1.856615 -1.11 -0.29 0.34
H -1.578909 1.879908 0.593446 -0.73 -0.56 0.55
H -2.041912 2.581185 -1.294739 -0.70 -1.46 0.54
```
Forces are in eV/Å.

Density functional theory data (ωB97M-V/def2-TZVPD) for a 2-piece molecular cluster, C10H16O overall in a non-equilibrium geometry.

Summary:
SMILES = CCc1ccc(O)cc1.CC
Total charge = 0

The geometry in XYZ format:
```
27
Properties=species:S:1:pos:R:3:forces:R:3
C 1.289031 -1.571110 3.044825 0.09 1.12 0.64
C 0.391771 -0.511298 2.364831 0.31 0.28 0.54
C 0.707605 -0.334445 0.926148 -0.64 -1.79 -1.22
C 0.035652 -1.218508 0.039295 1.47 1.35 -0.59
C 0.516246 -1.357057 -1.274999 -1.64 0.47 0.97
C 1.520208 -0.520849 -1.755650 0.10 -1.55 0.39
O 2.124778 -0.830459 -2.947074 0.41 0.69 -0.80
C 2.157428 0.360569 -0.893428 -0.25 -0.32 -1.31
C 1.770444 0.393889 0.423624 0.29 0.63 0.97
H 2.308338 -1.193379 3.181116 -0.05 0.05 -0.31
H 1.374805 -2.531932 2.546576 -0.41 -0.04 -0.07
H 0.908120 -1.638898 4.063796 0.00 -0.64 0.06
H -0.656953 -0.776489 2.496505 -0.06 -0.18 -0.15
H 0.496277 0.435950 2.896984 0.18 0.03 0.13
H -0.830898 -1.753137 0.390542 -0.03 -0.33 -0.02
H -0.050459 -2.037534 -1.902151 0.45 -0.05 -0.31
H 1.539816 -0.971901 -3.704625 -0.19 0.04 0.60
H 2.948601 0.947911 -1.343877 0.15 0.06 0.45
H 2.369237 0.983547 1.111379 -0.15 0.16 0.02
C -3.207832 2.223601 -1.450972 0.23 -1.81 0.96
C -2.006710 1.307233 -1.031356 -0.62 1.59 -0.06
H -3.830269 1.698021 -2.173187 0.19 0.47 -0.61
H -3.869295 2.245637 -0.583710 0.06 0.62 0.13
H -2.859465 3.214375 -1.715028 -0.31 0.05 -0.36
H -1.435201 0.962330 -1.888465 -0.02 -0.28 0.07
H -2.347700 0.509365 -0.377168 0.13 -0.25 -0.25
H -1.363577 1.964572 -0.443932 0.31 -0.35 0.12
```
Forces are in eV/Å.

Density functional theory data (ωB97M-V/def2-TZVPD) for a 2-piece molecular cluster, C10H16O overall in a non-equilibrium geometry.

Summary:
SMILES = CCc1ccc(O)cc1.CC
Total charge = 0

The geometry in XYZ format:
```
27
Properties=species:S:1:pos:R:3:forces:R:3
C -2.524238 0.973332 2.021899 -0.06 -2.15 -1.33
C -1.895335 -0.099223 1.068700 -1.09 0.57 -1.59
C -0.639518 0.536567 0.466930 -0.91 -0.34 -0.48
C 0.536449 0.592945 1.231839 -0.48 -0.27 -0.33
C 1.738856 1.089526 0.727671 -0.03 -0.74 0.51
C 1.731824 1.351367 -0.634027 1.33 1.65 0.15
O 2.841725 1.858863 -1.343074 -0.53 -0.70 0.60
C 0.568372 1.371395 -1.373349 0.15 -0.05 -0.77
C -0.683083 1.039411 -0.871251 2.66 -0.96 1.44
H -2.540738 1.876146 1.461367 -0.25 0.96 -0.11
H -1.770361 0.980095 2.749401 0.62 0.79 1.66
H -3.499598 0.698386 2.423811 0.11 0.06 0.00
H -1.650001 -1.035041 1.588846 -0.15 0.28 -0.08
H -2.601349 -0.341650 0.186637 0.98 0.19 1.43
H 0.543993 0.131739 2.224230 -0.19 0.36 -0.20
H 2.596853 1.122399 1.440786 -0.50 0.10 -1.14
H 3.652338 1.489186 -0.979818 -0.02 0.04 0.11
H 0.803521 1.587331 -2.412552 -0.69 0.17 -0.06
H -1.455945 0.947908 -1.598402 -0.98 -0.01 0.19
C -0.020796 -3.289733 -0.219107 -0.68 0.45 1.16
C -1.092354 -3.835957 -1.134988 -0.40 -0.85 0.20
H 0.549709 -2.457948 -0.659901 -0.24 -0.30 0.11
H -0.502860 -2.943536 0.715799 0.43 0.11 -0.34
H 0.646132 -4.081745 0.074053 0.52 -0.25 0.06
H -1.815540 -3.061770 -1.358855 0.09 0.33 -0.63
H -1.774142 -4.614533 -0.635114 1.49 0.62 -0.79
H -0.525709 -4.197165 -2.022315 -1.20 -0.08 0.24
```
Forces are in eV/Å.

Density functional theory data (ωB97M-V/def2-TZVPD) for a 2-piece molecular cluster, C10H16O overall in a non-equilibrium geometry.

Summary:
Expectation value of S² = 0.767
Multiplicity = 2
Total charge = +1

The geometry in XYZ format:
```
27
Properties=species:S:1:pos:R:3:forces:R:3
C -2.127445 1.441104 -1.794362 0.14 -0.30 0.28
C -1.857051 -1.043794 1.693034 -1.13 -0.32 -0.08
C -1.182564 0.190351 1.625978 0.91 -0.09 0.58
C -2.842265 -1.316306 0.708303 0.13 -0.71 -1.61
C -1.318538 1.021776 0.561998 0.26 -0.29 0.41
C -2.800640 -0.613282 -0.462313 0.15 0.70 0.26
C -1.971055 0.546509 -0.612721 -1.29 1.06 0.55
O -1.724037 -1.876773 2.701767 -0.24 0.19 -1.05
H -0.543041 0.410209 2.477044 -0.15 0.45 -0.07
H -0.910441 -1.649582 3.145638 0.60 -0.02 0.95
H -3.483763 -2.187149 0.690453 0.01 -0.04 0.73
H -0.977245 2.039190 0.709795 0.34 -0.04 -0.67
H -3.509572 -0.801777 -1.258106 0.16 -0.36 -0.05
H -2.462875 0.879234 -2.663531 0.39 0.14 -0.21
H -1.265383 2.093235 -1.939419 0.16 -0.39 -0.33
H -2.922707 2.159276 -1.592757 -0.38 0.02 0.31
C 2.396283 -0.545983 -0.571751 1.02 1.63 0.45
C 2.869100 -0.264145 0.875806 -0.01 -0.98 -0.03
C 3.296455 0.284964 -1.549006 -0.73 0.25 1.93
H 2.457682 -1.577171 -0.898122 -0.36 -0.24 0.29
H 1.381438 -0.142103 -0.579547 -0.24 -0.49 -0.46
H 3.952024 -0.254176 1.013792 0.03 0.32 -0.39
H 2.673468 0.695894 -2.337599 0.66 -0.67 -0.90
H 2.574081 -1.030161 1.596568 -0.47 -0.02 -0.02
H 2.436618 0.688163 1.173299 0.26 0.15 0.21
H 3.677825 1.183216 -1.045741 -0.19 -0.10 0.18
H 4.183649 -0.330717 -1.668502 -0.06 0.15 -1.25
```
Forces are in eV/Å.

Density functional theory data (ωB97M-V/def2-TZVPD) for a 2-piece molecular cluster, C10H16OS overall in a non-equilibrium geometry.

Summary:
SMILES = Oc1ccccc1.CCSCC
Total charge = 0

The geometry in XYZ format:
```
28
Properties=species:S:1:pos:R:3:forces:R:3
O 1.693394 2.446141 0.404492 0.09 -1.20 0.20
C 2.962173 2.518551 -0.112868 0.11 0.09 -0.06
C 3.407934 3.772661 -0.531378 -0.08 0.21 -0.01
C 4.687384 3.906911 -1.064878 -0.02 0.12 -0.02
C 5.527053 2.798251 -1.184408 0.23 -0.01 -0.09
C 5.075373 1.548311 -0.764348 0.05 -0.07 -0.01
C 3.795223 1.404992 -0.228818 -0.04 -0.14 0.04
H 1.513244 1.508022 0.656722 0.17 1.13 -0.28
H 2.736213 4.635420 -0.431108 0.34 -0.44 -0.05
H 5.032443 4.896470 -1.392468 -0.16 -0.48 0.16
H 6.534932 2.909241 -1.605677 -0.52 -0.06 0.22
H 5.724692 0.667262 -0.852198 -0.32 0.43 0.04
H 3.440923 0.419652 0.101612 0.14 0.40 -0.13
C -4.283204 -1.338717 2.370971 0.03 0.15 0.05
C -3.979874 -2.787657 2.005161 -0.15 -0.33 0.18
S -2.580814 -2.995997 0.872022 -0.10 0.03 0.02
C -3.304034 -2.338387 -0.652328 -0.44 0.26 -0.07
C -2.321454 -2.531257 -1.801877 0.08 -0.03 -0.16
H -5.113463 -1.299387 3.096051 0.26 0.06 -0.28
H -4.568564 -0.758237 1.477541 0.09 -0.17 0.41
H -3.395404 -0.869068 2.826891 -0.37 -0.13 -0.20
H -3.696954 -3.361897 2.908301 -0.18 0.24 -0.44
H -4.864913 -3.279207 1.557341 0.39 0.18 0.24
H -4.253274 -2.871717 -0.852288 0.42 0.21 0.08
H -3.541484 -1.264567 -0.525938 0.14 -0.51 -0.06
H -2.098785 -3.602076 -1.944687 -0.04 0.43 0.02
H -2.751644 -2.133687 -2.736477 0.22 -0.16 0.33
H -1.377125 -2.000037 -1.595358 -0.33 -0.22 -0.13
```
Forces are in eV/Å.

Density functional theory data (ωB97M-V/def2-TZVPD) for an isolated ion of composition C10H16P and charge +1 in a non-equilibrium geometry.

Summary:
Total charge = +1

The geometry in XYZ format:
```
27
Properties=species:S:1:pos:R:3:forces:R:3
C 1.960526 -1.225520 1.279493 1.61 0.29 0.27
C 1.881188 0.234159 0.926392 -0.36 -0.58 -0.07
C 1.064949 -0.475956 1.962760 -0.18 -1.24 -1.16
C -0.939543 1.036472 -0.784774 0.34 -0.30 3.19
C -0.288509 -0.332575 2.244247 1.89 1.70 1.24
C -1.850549 -0.088363 -0.451925 0.18 -0.29 0.05
C -1.288381 -1.311065 1.871512 0.15 1.11 -0.28
C -2.273626 -0.476452 1.026508 -3.15 0.00 -0.37
C 1.787094 1.844280 -1.377859 0.52 -2.40 2.69
C 1.080485 -0.901948 -1.594446 -1.87 -2.59 2.88
P 0.730265 0.539214 -0.595549 1.65 2.27 -1.39
H 2.705318 -2.111275 1.138553 -1.90 1.77 0.36
H 2.662095 1.007868 0.978946 -0.29 -0.47 0.38
H -0.541666 0.660823 2.680464 -0.22 -0.90 -0.44
H -1.246662 2.032390 -0.404501 0.41 -0.41 -0.61
H -2.775002 0.163217 -0.860579 -1.81 0.47 -0.92
H -1.495437 -0.898399 -1.097953 -0.31 -0.65 0.80
H -0.775406 -2.165414 1.441411 -0.46 -0.14 -0.53
H -1.819238 -1.620599 2.731572 -0.82 -0.54 1.02
H -2.669176 0.493456 1.658387 1.24 -2.33 -1.68
H -3.264145 -1.106176 0.853293 1.98 1.17 0.51
H 1.296310 2.284749 -2.162745 -1.12 1.65 -1.58
H 2.431537 1.084533 -1.815478 1.19 0.90 0.01
H 2.230067 2.455955 -0.554259 -0.22 -0.22 -1.27
H 1.806488 -0.673997 -2.249331 2.24 1.02 -2.77
H 0.274575 -1.476892 -2.068756 0.19 0.46 0.19
H 1.641624 -1.596412 -0.904767 -0.87 0.25 -0.52
```
Forces are in eV/Å.

Taking the records one at a time from the top gives ΔE to the lowest compared entry with this formula, charge and spin values of 49.55, 42.30, 192.43, 30.27, 38.58, 23.07, 5.47, 144.60 kcal per mole.